#one
Entry from the Open Molecules 2025 dataset: 2 unconnected molecules or ions with the total composition C5H14 (ωB97M-V/def2-TZVPD).

SMILES string: CCC.CC
HOMO energy in eV: -10.9
Total charge: 0
Frontier orbital gap in eV: 12.043

Geometry (Å):
C 1.0599 1.1343 -1.1731
C 1.2808 -0.2561 -1.7910
C 0.9646 -1.5443 -1.0902
H 1.5714 1.1449 -0.1759
H 0.0894 1.4560 -0.7970
H 1.5148 1.9082 -1.7785
H 0.7889 -0.1263 -2.7657
H 2.3505 -0.2594 -2.0126
H 0.1064 -1.4796 -0.4060
H 0.6384 -2.3433 -1.7982
H 1.7155 -2.0772 -0.5117
C -1.7647 -0.4026 1.9157
C -1.2264 1.0377 1.6852
H -1.9852 -0.9102 0.9773
H -1.1797 -1.0380 2.5637
H -2.7539 -0.2979 2.3761
H -1.8686 1.8353 2.0244
H -0.2421 1.1811 2.1455
H -1.0599 1.0374 0.6122

Formally, the natural (NBO) partial charges of the atoms, in units of the elementary charge, are as follows: -0.603, -0.411, -0.624, 0.193, 0.204, 0.211, 0.198, 0.200, 0.204, 0.214, 0.214, -0.616, -0.616, 0.201, 0.208, 0.204, 0.209, 0.205, 0.205

---

#two
Entry from the Open Molecules 2025 dataset: 2 unconnected molecules or ions with the total composition C5H14 (ωB97M-V/def2-TZVPD).

SMILES string: CCC.CC
HOMO energy in eV: -11.3
Total charge: 0
Frontier orbital gap in eV: 12.467

Geometry (Å):
C 1.2710 0.9550 -1.1555
C 1.3847 1.2954 0.3217
C 1.7620 0.0970 1.2216
H 0.6015 0.1403 -1.4066
H 2.2533 0.6151 -1.4961
H 0.9845 1.8098 -1.7657
H 2.1519 2.0438 0.5163
H 0.4478 1.6650 0.7274
H 1.7680 -0.8895 0.7545
H 2.7656 0.1753 1.6421
H 1.1015 0.0176 2.0841
C -1.5569 -1.4741 -0.6078
C -2.5700 -0.5788 0.1744
H -1.8708 -2.4971 -0.4298
H -1.5634 -1.1427 -1.6389
H -0.5975 -1.2594 -0.1454
H -3.5068 -0.4237 -0.3527
H -2.1075 0.3942 0.3636
H -2.7189 -0.9433 1.1928

Formally, the natural (NBO) partial charges of the atoms, in units of the elementary charge, are as follows: -0.607, -0.405, -0.617, 0.206, 0.200, 0.208, 0.202, 0.196, 0.204, 0.205, 0.207, -0.609, -0.603, 0.206, 0.204, 0.204, 0.202, 0.196, 0.200

---

#three
Entry from the Open Molecules 2025 dataset: 2 unconnected molecules or ions with the total composition C5H14 (ωB97M-V/def2-TZVPD).

SMILES string: CCC.CC
HOMO energy in eV: -10.7
Total charge: 0
Frontier orbital gap in eV: 11.783

Geometry (Å):
C 2.0479 0.4201 1.0364
C 1.8539 0.0148 -0.4936
C 1.0216 1.0817 -1.2266
H 2.7608 1.1844 1.1519
H 1.1038 0.5111 1.6571
H 2.5115 -0.4715 1.5756
H 1.3495 -1.0294 -0.5561
H 2.8333 -0.2301 -0.8672
H -0.0907 0.5565 -1.2906
H 1.3805 0.7361 -2.2533
H 0.9674 2.1132 -1.1310
C -2.5204 -1.4089 0.1164
C -2.1488 -0.0168 0.4961
H -2.0419 -1.5498 -0.7985
H -2.5019 -2.0448 0.9996
H -3.6565 -1.3323 -0.3117
H -3.0473 0.6517 0.5087
H -1.8940 0.0570 1.6514
H -1.1998 0.3015 0.0923

Formally, the natural (NBO) partial charges of the atoms, in units of the elementary charge, are as follows: -0.621, -0.393, -0.628, 0.204, 0.209, 0.198, 0.200, 0.199, 0.198, 0.213, 0.222, -0.627, -0.624, 0.215, 0.225, 0.189, 0.217, 0.189, 0.214

---

Short version: #three is the least stable of them.

---

#one
Entry from the Open Molecules 2025 dataset: 2 unconnected molecules or ions with the total composition C5H14 (ωB97M-V/def2-TZVPD).

SMILES string: CCC.CC
HOMO energy in eV: -11.0
Total charge: 0
Frontier orbital gap in eV: 12.120

Geometry (Å):
C 2.5216 -0.9123 0.1392
C 1.8388 -0.5409 1.4693
C 0.2994 -0.6222 1.3044
H 2.7366 -0.0913 -0.5421
H 3.5250 -1.3014 0.3566
H 1.9700 -1.7042 -0.3600
H 2.2441 0.3418 1.9505
H 2.0526 -1.3557 2.1024
H -0.1079 0.3707 1.5258
H -0.1184 -1.2601 2.0739
H -0.1514 -0.8609 0.3688
C -2.8255 1.1198 -1.8799
C -1.6462 0.8653 -0.8922
H -2.8377 2.1502 -2.2138
H -2.5539 0.6032 -2.8015
H -3.7190 0.8137 -1.3510
H -0.7890 1.4934 -1.1120
H -2.0361 0.9697 0.1210
H -1.3919 -0.1877 -0.9320

Formally, the natural (NBO) partial charges of the atoms, in units of the elementary charge, are as follows: -0.603, -0.401, -0.616, 0.203, 0.200, 0.203, 0.204, 0.193, 0.205, 0.204, 0.208, -0.613, -0.601, 0.202, 0.202, 0.208, 0.206, 0.201, 0.195

---

#two
Entry from the Open Molecules 2025 dataset: 2 unconnected molecules or ions with the total composition C5H14 (ωB97M-V/def2-TZVPD).

SMILES string: CCC.CC
HOMO energy in eV: -11.2
Total charge: 0
Frontier orbital gap in eV: 12.346

Geometry (Å):
C -0.0625 2.9311 -0.1832
C -0.2960 1.4720 0.1623
C -0.7284 0.6683 -1.0842
H -1.0072 3.4507 -0.3696
H 0.6373 3.0404 -1.0049
H 0.2861 3.4789 0.6994
H 0.6639 1.0529 0.4834
H -0.9795 1.2493 0.9824
H -0.9625 -0.3787 -0.8699
H -1.6583 1.1621 -1.3680
H 0.0683 0.5437 -1.8177
C 0.8695 -1.7738 0.7038
C 0.1919 -3.1294 0.4079
H 0.0897 -1.0380 0.8450
H 1.4581 -1.9225 1.6091
H 1.6180 -1.3726 0.0182
H -0.8262 -3.0036 0.0547
H 0.3236 -3.8077 1.2456
H 0.7229 -3.6755 -0.3779

Formally, the natural (NBO) partial charges of the atoms, in units of the elementary charge, are as follows: -0.609, -0.401, -0.613, 0.200, 0.208, 0.208, 0.192, 0.200, 0.203, 0.204, 0.208, -0.620, -0.617, 0.207, 0.205, 0.206, 0.206, 0.209, 0.203

---

#three
Entry from the Open Molecules 2025 dataset: 2 unconnected molecules or ions with the total composition C5H14 (ωB97M-V/def2-TZVPD).

SMILES string: CCC.CC
HOMO energy in eV: -10.8
Total charge: 0
Frontier orbital gap in eV: 11.816

Geometry (Å):
C 1.2982 0.5242 -0.8714
C 1.0840 -0.6178 0.1580
C 2.5206 -1.0505 0.6718
H 2.0773 1.1756 -0.7880
H 1.4632 0.1451 -1.8286
H 0.4494 1.1069 -0.9536
H 0.3250 -1.3369 -0.2125
H 0.6265 -0.1224 1.0626
H 2.4643 -1.7282 1.5471
H 3.2126 -0.1197 0.7809
H 3.2227 -1.6653 0.0351
C -2.9267 0.8915 -0.1135
C -1.7717 0.0336 0.2665
H -3.5974 0.6131 -0.9312
H -3.6041 1.0204 0.7880
H -2.6103 1.8457 -0.4532
H -1.9901 -1.0349 0.4190
H -1.1909 0.5682 1.1265
H -1.0527 -0.2488 -0.7035

Formally, the natural (NBO) partial charges of the atoms, in units of the elementary charge, are as follows: -0.614, -0.402, -0.628, 0.204, 0.199, 0.204, 0.213, 0.198, 0.210, 0.210, 0.205, -0.624, -0.613, 0.208, 0.200, 0.204, 0.212, 0.214, 0.200

---

#four
Entry from the Open Molecules 2025 dataset: 2 unconnected molecules or ions with the total composition C5H14 (ωB97M-V/def2-TZVPD).

SMILES string: CCC.CC
HOMO energy in eV: -11.5
Total charge: 0
Frontier orbital gap in eV: 12.662

Geometry (Å):
C -1.1815 0.8859 0.4773
C -2.3503 0.1204 -0.1337
C -1.8552 -1.0449 -1.0176
H -1.4975 1.4521 1.3534
H -0.6877 1.5519 -0.2303
H -0.4556 0.1730 0.8756
H -2.9603 -0.2805 0.6760
H -3.0162 0.7396 -0.7274
H -1.8251 -1.9896 -0.4832
H -2.4737 -1.1300 -1.9151
H -0.8962 -0.7464 -1.4557
C 2.2863 -0.5776 0.7620
C 2.4536 0.6921 -0.0800
H 1.6310 -0.4171 1.6113
H 1.9632 -1.4005 0.1284
H 3.2721 -0.9178 1.0904
H 2.6783 1.5536 0.5501
H 1.6036 0.8111 -0.7534
H 3.3111 0.5250 -0.7279

Formally, the natural (NBO) partial charges of the atoms, in units of the elementary charge, are as follows: -0.607, -0.399, -0.612, 0.207, 0.203, 0.202, 0.194, 0.197, 0.209, 0.206, 0.199, -0.607, -0.606, 0.202, 0.203, 0.201, 0.205, 0.203, 0.200

---

Short version: #three is the least stable of them.

---

#one
Entry from the Open Molecules 2025 dataset: 2 unconnected molecules or ions with the total composition C5H14 (ωB97M-V/def2-TZVPD).

SMILES string: CCC.CC
HOMO energy in eV: -11.0
Total charge: 0
Frontier orbital gap in eV: 12.224

Geometry (Å):
C 1.4302 1.0230 -1.1274
C 1.4138 -0.3583 -0.5432
C 0.7303 -1.2471 -1.5496
H 1.5510 1.0987 -2.2127
H 2.3218 1.4973 -0.8550
H 0.6155 1.6824 -0.9870
H 2.4323 -0.6330 -0.4214
H 0.7427 -0.3639 0.4247
H -0.3447 -1.1615 -1.5704
H 1.0222 -0.9357 -2.6516
H 0.9680 -2.3349 -1.7239
C -2.0740 0.4504 0.9400
C -1.3413 0.0372 2.2861
H -1.4485 0.4316 0.0213
H -3.0713 -0.0413 0.9484
H -2.1478 1.4449 1.2057
H -1.5737 0.8793 2.9296
H -0.2477 -0.1874 2.0217
H -1.7743 -0.8077 2.8351

Formally, the natural (NBO) partial charges of the atoms, in units of the elementary charge, are as follows: -0.614, -0.417, -0.617, 0.204, 0.207, 0.207, 0.210, 0.205, 0.207, 0.191, 0.217, -0.622, -0.609, 0.206, 0.212, 0.203, 0.202, 0.204, 0.204

---

#two
Entry from the Open Molecules 2025 dataset: 2 unconnected molecules or ions with the total composition C5H14 (ωB97M-V/def2-TZVPD).

SMILES string: CCC.CC
HOMO energy in eV: -11.3
Total charge: 0
Frontier orbital gap in eV: 12.465

Geometry (Å):
C 1.3976 -0.2448 0.1119
C 2.0865 -0.9614 -1.0456
C 2.0239 -0.1292 -2.3182
H 0.3850 0.0694 -0.1272
H 1.9501 0.6739 0.3445
H 1.4024 -0.7773 1.0638
H 3.1374 -1.0398 -0.7468
H 1.7435 -1.9805 -1.2094
H 1.0183 0.2355 -2.5386
H 2.6052 0.7921 -2.2117
H 2.4777 -0.6717 -3.1441
C -2.7679 0.2142 2.1422
C -2.2833 0.8261 0.8191
H -3.7130 -0.3239 2.0298
H -2.0561 -0.5412 2.4744
H -2.9387 0.9744 2.9023
H -1.2001 0.8108 0.7776
H -2.6210 1.8514 0.6895
H -2.6475 0.2218 -0.0136

Formally, the natural (NBO) partial charges of the atoms, in units of the elementary charge, are as follows: -0.606, -0.397, -0.605, 0.197, 0.200, 0.209, 0.194, 0.197, 0.202, 0.200, 0.209, -0.609, -0.608, 0.202, 0.203, 0.204, 0.202, 0.204, 0.202

---

#three
Entry from the Open Molecules 2025 dataset: 2 unconnected molecules or ions with the total composition C5H14 (ωB97M-V/def2-TZVPD).

SMILES string: CCC.CC
HOMO energy in eV: -10.7
Total charge: 0
Frontier orbital gap in eV: 11.764

Geometry (Å):
C 1.6718 -2.6058 -0.4118
C 0.5880 -1.5830 -0.0813
C 0.4624 -0.8282 1.2360
H 2.6522 -2.6126 0.0387
H 1.7921 -2.6501 -1.5018
H 1.1575 -3.5558 -0.3190
H 0.5382 -0.9111 -0.9322
H -0.3586 -2.1409 -0.2264
H -0.3947 -1.1015 1.9186
H 1.3991 -0.8312 1.7824
H 0.1385 0.1949 1.1867
C -0.8622 2.9165 -0.2983
C -1.5291 1.6034 -0.3970
H -1.5312 3.7874 -0.2041
H -0.2688 3.1418 0.5890
H -0.1435 3.2232 -1.0705
H -2.2111 1.5890 -1.2541
H -2.2703 1.5853 0.4090
H -0.8301 0.7787 -0.4639

Formally, the natural (NBO) partial charges of the atoms, in units of the elementary charge, are as follows: -0.616, -0.414, -0.627, 0.212, 0.209, 0.207, 0.196, 0.199, 0.210, 0.208, 0.217, -0.619, -0.621, 0.204, 0.203, 0.203, 0.206, 0.209, 0.213

---

Short version: #one is the least stable of them.